1.
{"formula": "C24H29InN4OS2", "method": "ωB97M-V/def2-TZVPD", "species": ["H", "H", "H", "N", "H", "S", "C", "C", "S", "N", "In", "H", "C", "C", "H", "C", "H", "H", "C", "C", "H", "H", "H", "C", "C", "H", "C", "H", "C", "C", "C", "C", "H", "C", "H", "H", "H", "H", "C", "C", "H", "H", "C", "H", "H", "H", "O", "C", "H", "C", "C", "H", "H", "C", "H", "N", "H", "C", "N", "C", "H"], "xyz": [[-3.365, -2.300, 0.253], [-2.830, 0.866, -1.347], [2.194, 5.212, -4.248], [-3.138, 1.573, -0.701], [0.020, -0.956, 2.933], [1.830, 2.169, -3.999], [-2.376, 1.905, 0.333], [-0.339, -2.266, 1.259], [1.069, -0.524, -2.801], [-1.215, 1.259, 0.512], [0.540, -0.168, -0.340], [-2.925, -3.848, -1.415], [2.866, -2.948, -0.747], [-2.765, 2.912, 1.259], [-1.705, -3.989, -2.675], [1.053, -2.327, 0.903], [-0.214, 3.619, 4.141], [2.663, -1.126, 1.777], [1.701, 3.565, -2.949], [2.140, -2.073, 1.928], [-2.881, -2.676, 1.907], [0.158, 1.885, 4.245], [1.144, 2.922, 3.219], [-0.896, -3.534, -0.739], [-2.742, -2.954, 0.868], [1.771, 6.890, -2.489], [1.655, 5.839, -2.267], [0.161, -5.064, -2.649], [-0.401, 1.558, 1.538], [1.312, 3.161, -1.665], [1.343, 1.171, -2.682], [1.269, 5.445, -0.983], [1.131, -3.682, -3.156], [1.887, 4.906, -3.259], [3.351, -3.886, -0.463], [-1.677, -1.118, 2.503], [1.750, -2.073, 2.941], [-3.118, -3.969, 0.758], [-1.295, -2.891, 0.446], [-1.939, 3.169, 2.300], [1.817, -4.910, -2.099], [-3.691, 3.449, 1.128], [0.909, -4.352, -2.321], [-2.174, 3.918, 3.044], [-1.898, -5.271, -1.489], [2.952, -2.854, -1.828], [0.691, 0.955, 1.654], [0.462, -3.577, -1.111], [-0.854, -2.436, 3.331], [-1.916, -4.186, -1.626], [0.134, 2.753, 3.587], [3.421, -2.131, -0.289], [0.839, 3.786, 0.330], [-0.732, -1.653, 2.578], [1.092, 6.202, -0.231], [1.121, 1.793, -1.554], [2.883, -2.866, 1.866], [1.421, -2.941, -0.327], [-0.768, 2.501, 2.460], [1.111, 4.112, -0.667], [-4.005, 2.050, -0.884]], "lowdin_charge": [0.097, 0.129, 0.124, 0.225, 0.064, 1.129, -0.321, -0.218, 0.725, 0.145, 1.020, 0.076, -0.034, 0.043, 0.096, -0.266, 0.107, 0.093, -0.432, -0.014, 0.075, 0.112, 0.108, -0.149, -0.016, 0.120, -0.052, 0.082, -0.532, -0.294, -1.115, -0.056, 0.094, -0.057, 0.116, 0.084, 0.090, 0.101, -0.173, 0.016, 0.098, 0.132, -0.011, 0.154, 0.117, 0.078, -0.018, -0.192, 0.122, -0.015, 0.039, 0.087, 0.100, -0.035, 0.114, -0.068, 0.104, -0.263, -0.016, -0.013, 0.140], "orbital_gap_ev": 6.82, "lumo_energy_ev": -6.991, "total_charge": 2, "e_above_lowest_kcal_mol": 11.5}

=====

2.
{"formula": "C24H29N3O5", "method": "ωB97M-V/def2-TZVPD", "species": ["C", "H", "H", "C", "H", "H", "C", "H", "C", "C", "C", "N", "H", "O", "H", "C", "C", "H", "H", "C", "C", "C", "H", "H", "C", "C", "H", "H", "C", "H", "H", "H", "N", "H", "C", "H", "H", "H", "H", "H", "H", "C", "N", "O", "C", "C", "H", "C", "H", "O", "H", "H", "C", "C", "O", "C", "C", "H", "O", "H", "C"], "xyz": [[0.442, 2.534, 1.135], [-3.664, -2.645, 3.452], [0.817, -0.694, 0.174], [1.384, -4.035, 3.236], [-1.300, -4.724, 1.916], [2.747, 1.699, -3.286], [-0.669, -2.700, 3.261], [-2.643, -0.773, -0.278], [-3.148, -2.243, 2.605], [-1.800, -2.234, 2.398], [-0.277, -4.473, 1.611], [-0.489, 0.215, -5.141], [-0.603, 5.142, 1.120], [-1.323, 1.076, -4.509], [1.575, -0.992, -5.996], [0.437, 5.340, 0.842], [0.458, 1.142, 1.236], [0.786, -1.770, 4.592], [1.124, -1.109, 2.184], [1.918, 2.409, -3.421], [-2.685, -1.267, 0.672], [-3.725, -1.611, 1.477], [2.513, -0.564, -4.554], [2.529, -4.652, 1.522], [-0.028, 0.547, 2.512], [1.927, -5.112, 2.306], [-1.093, -3.320, 4.076], [2.139, -3.285, 3.484], [0.646, -5.693, 1.715], [0.525, 6.360, 0.473], [1.076, 5.217, 1.723], [-4.766, -1.440, 1.298], [0.303, -3.434, 2.469], [2.530, -5.851, 2.829], [0.735, 0.561, -4.844], [-0.317, -4.091, 0.586], [-2.224, 3.305, -3.567], [-0.742, -0.868, 4.428], [0.222, -6.430, 2.398], [0.805, -6.171, 0.750], [2.252, 3.190, -4.114], [0.004, -1.460, 3.893], [0.563, -0.622, 2.866], [0.855, 4.516, -0.219], [1.912, -0.171, -5.372], [0.853, 0.385, 0.146], [2.537, 0.499, -5.962], [-1.326, 3.005, -3.032], [-0.683, 3.865, -2.864], [-0.850, 1.106, 3.216], [0.097, 3.088, 1.993], [1.538, 0.399, -1.868], [1.250, 1.009, -1.028], [-0.602, 1.973, -3.813], [-1.518, -1.639, 1.221], [1.264, 2.390, -1.127], [0.842, 3.168, -0.024], [-1.622, 2.601, -2.063], [1.647, 3.102, -2.224], [1.018, -4.487, 4.174], [0.729, 1.697, -3.984]], "lowdin_charge": [0.055, 0.111, 0.109, -0.195, 0.122, 0.132, -0.236, 0.121, -0.012, -0.262, -0.162, 0.099, 0.099, 0.013, 0.082, -0.077, -0.131, 0.116, 0.121, -0.126, -0.103, -0.051, 0.080, 0.112, -0.456, -0.172, 0.161, 0.114, -0.164, 0.094, 0.099, 0.100, -0.130, 0.108, -0.309, 0.119, 0.091, 0.130, 0.108, 0.106, 0.143, -0.113, 0.085, -0.067, -0.018, -0.024, 0.086, 0.024, 0.090, 0.070, 0.116, 0.112, 0.008, -0.247, 0.027, -0.197, -0.193, 0.095, -0.023, 0.127, -0.120], "orbital_gap_ev": 8.95, "lumo_energy_ev": 0.658, "smiles": "COc1cc(C(=O)NC[C@@H](c2ccco2)N2CCCC2)ccc1OCc1c(C)noc1C", "e_above_lowest_kcal_mol": 92.4}

=====

3.
{"formula": "C24H29N3O5S", "method": "ωB97M-V/def2-TZVPD", "species": ["C", "H", "C", "N", "C", "H", "C", "H", "H", "H", "H", "O", "C", "C", "H", "H", "H", "H", "H", "O", "C", "H", "H", "H", "C", "C", "C", "N", "H", "C", "O", "C", "C", "C", "N", "H", "H", "H", "C", "H", "H", "C", "O", "C", "H", "C", "H", "H", "H", "C", "C", "C", "H", "C", "H", "S", "H", "H", "C", "H", "C", "O"], "xyz": [[-3.112, -1.734, 0.014], [-5.659, -1.428, 2.220], [4.694, 2.144, -0.395], [0.608, -0.319, 1.844], [1.064, 1.357, -5.459], [-0.993, 0.744, 2.629], [-5.235, -2.164, -1.036], [0.524, 1.200, -6.379], [-2.903, -0.022, 4.082], [6.761, 2.329, -0.779], [4.011, 2.520, -4.269], [0.604, -0.756, -0.373], [-3.996, -1.818, 4.549], [2.669, -1.005, 0.816], [6.352, 1.520, 0.750], [0.719, 0.889, -2.111], [-1.167, 0.206, 0.943], [2.799, -2.037, 1.141], [3.174, -0.863, -0.135], [4.955, -0.282, 1.938], [-5.127, -1.592, 1.297], [-4.457, -1.405, 5.442], [-1.275, -2.184, 1.770], [1.152, -0.371, 2.698], [3.260, 1.748, 1.712], [3.081, 1.884, -1.805], [-3.731, -1.494, 1.248], [2.518, 1.762, -0.638], [2.790, 2.184, -6.397], [2.411, 1.731, -3.077], [2.950, -0.327, 3.363], [-0.813, -0.080, 1.936], [-1.439, 0.059, -3.163], [-1.568, -1.344, 2.405], [-2.995, -1.178, 2.372], [-2.381, -0.387, -3.477], [-5.810, -2.425, -1.911], [-0.852, -0.668, -2.595], [1.189, -0.679, 0.686], [6.194, 3.276, 0.606], [-4.694, -2.503, 4.076], [6.088, 2.332, 0.073], [4.408, 2.127, -1.719], [-3.611, -0.693, 3.585], [-3.115, -2.384, 4.844], [0.453, 0.984, -4.257], [-3.343, -2.260, -2.032], [-2.043, -1.651, -0.099], [-1.644, 0.925, -2.528], [3.520, 1.930, 0.277], [2.331, 1.904, -5.460], [-5.861, -1.915, 0.172], [3.950, 2.295, 2.348], [-3.855, -2.071, -1.100], [-1.261, -1.580, 3.429], [3.548, -0.025, 2.080], [-6.937, -1.983, 0.248], [-4.493, -0.100, 3.330], [1.131, 1.179, -3.063], [2.226, 1.963, 1.962], [3.019, 2.095, -4.274], [-0.785, 0.442, -4.355]], "lowdin_charge": [-0.026, 0.093, -0.232, 0.065, 0.000, 0.124, -0.110, 0.117, 0.115, 0.090, 0.112, 0.054, -0.071, -0.103, 0.077, 0.087, 0.119, 0.123, 0.111, -0.305, -0.036, 0.072, 0.126, 0.101, -0.128, -0.264, -0.214, 0.201, 0.105, -0.138, -0.334, -0.133, -0.077, -0.150, -0.119, 0.086, 0.096, 0.084, -0.531, 0.091, 0.068, 0.011, 0.139, -0.228, 0.068, -0.263, 0.096, 0.085, 0.104, -0.296, -0.074, -0.096, 0.118, -0.095, 0.124, 0.697, 0.102, 0.113, 0.051, 0.106, -0.031, -0.074], "orbital_gap_ev": 8.12, "lumo_energy_ev": 0.528, "smiles": "CCN(CCNC(=O)CS(=O)(=O)Cc1nc(-c2cccc(OC)c2)oc1C)c1ccccc1", "e_above_lowest_kcal_mol": 43.9}